[1]
DFT (wB97M-V/def2-TZVPD) results for C32H60BN5O8SSi4TeV as an isolated structure.

For the energy above the lowest of the compared OMol25 structures with the same formula, charge and spin, the calculation gives 0.1979 eV.

Geometry as ORCA input:
```
! wB97M-V def2-TZVPD RIJCOSX def2/J DEFGRID3
* xyz 2 2
C 3.67 -3.42 -1.40
H 3.54 -4.66 4.30
H -7.04 5.41 -4.76
C 0.05 3.05 2.61
H 8.19 -2.41 1.34
H 4.30 2.18 -0.33
H 4.70 -3.42 -1.05
C -0.20 -3.31 3.76
H 0.53 -3.05 -6.00
C 2.13 2.86 1.43
O 1.16 -1.85 -2.35
H 0.27 -5.03 0.11
H -5.39 6.99 -3.70
H 1.63 -0.66 4.59
C 1.56 -3.02 -5.65
O 1.86 0.94 -1.59
C 5.72 -3.12 3.40
H 3.12 -1.44 5.11
H 6.79 -2.70 0.29
H -5.73 -3.18 0.37
H 3.52 3.54 -1.15
C -6.48 5.42 -2.64
H 2.27 -4.75 5.51
H 3.21 2.99 1.41
C 3.60 2.45 -1.12
H -2.45 3.91 3.05
C 2.46 -4.63 4.44
H -5.54 3.95 -4.76
H -5.24 7.07 -1.95
H -8.14 5.92 -1.34
N -0.01 0.17 -3.56
H 4.97 -2.92 4.16
C 2.04 -1.59 4.98
C -4.52 4.26 -1.55
H -1.01 0.29 -3.75
H 0.88 -5.12 -1.54
C 0.82 -4.48 -0.66
H 3.97 2.07 -2.06
H 1.94 3.66 3.41
V 0.27 -0.31 -1.31
Te 4.01 -0.62 1.41
H 3.56 -6.31 0.05
H -2.22 3.73 4.80
C 1.44 3.23 2.55
H -2.83 -1.75 1.77
H -0.43 -4.27 3.28
H -4.27 -2.60 -1.31
H 0.47 1.02 -3.82
O -0.54 3.42 3.74
H 2.05 -3.95 -5.89
N 0.51 -0.91 -4.30
Si 6.13 -1.60 2.41
H 0.42 -0.93 -5.30
H -0.69 -2.52 3.21
N -2.38 -1.39 0.94
C 0.10 2.13 0.41
H -1.70 2.37 1.52
O 1.59 -2.94 -4.21
Si 2.30 -2.42 1.65
H 1.61 -1.77 5.97
C -1.96 3.32 3.83
H -4.76 4.74 -0.61
B -1.66 2.22 -1.29
H -7.56 4.26 -1.15
N 0.57 -0.93 0.18
H -7.83 4.15 -3.79
H -1.44 -1.04 1.02
O -2.53 3.06 -0.65
C 1.49 2.28 0.32
C 2.27 1.83 -0.83
H -3.58 2.47 -4.90
C 7.26 -1.98 0.98
H -2.28 2.28 3.78
H 6.12 0.05 4.27
C 3.35 -5.53 0.80
C -3.44 3.42 -1.65
O -0.57 1.59 -0.70
C 1.09 -1.91 -3.58
C 6.83 -0.24 3.50
C -3.83 2.96 -3.97
H 3.61 -4.07 -2.27
O -1.95 2.02 -2.62
H -0.62 -3.34 4.77
H -6.74 7.58 -2.72
H -4.32 -3.48 1.38
S -1.98 -1.33 -1.72
C -5.93 6.85 -2.76
Si 2.55 -4.05 -0.04
C -4.94 3.80 -3.88
C -5.30 4.45 -2.69
H 2.71 -5.97 1.57
H 5.37 -3.94 2.76
C -7.25 5.29 -1.32
H 2.12 -2.19 -6.09
H 7.50 -1.08 0.41
Si 1.67 -3.04 3.85
H -8.33 5.84 -3.66
H 4.30 -5.26 1.26
C -2.82 -1.72 -0.27
H 6.63 -3.47 3.91
H 3.42 -2.40 -1.71
C -4.82 -2.74 0.75
H 7.08 0.64 2.91
H -5.09 -1.86 1.35
H 0.25 -3.59 -0.93
C -3.10 2.79 -2.83
H 7.74 -0.59 3.99
O 0.82 -1.51 1.30
N -3.98 -2.36 -0.37
C -7.47 5.18 -3.79
H -6.65 5.62 -0.46
H 2.03 -5.49 3.92
C -0.62 2.49 1.52
*
```



[2]
DFT (wB97M-V/def2-TZVPD) results for C32H60Br15N4 as an isolated structure.

For the energy above the lowest of the compared OMol25 structures with the same formula, charge and spin, the calculation gives 0.0000 eV.

Geometry as ORCA input:
```
! wB97M-V def2-TZVPD RIJCOSX def2/J DEFGRID3
* xyz 1 1
H -9.46 -1.81 -6.53
H 3.12 -2.80 -1.29
C -2.08 0.76 2.18
C 2.15 7.36 -1.19
H 3.00 -3.45 1.11
H 2.17 6.22 -3.00
C 3.61 -3.38 4.28
H -10.08 -0.64 -4.50
C 4.32 -4.09 5.41
N -1.85 -1.86 -2.40
C 5.30 5.80 3.03
H 5.81 6.17 5.10
C 3.68 -0.51 -0.18
H 1.81 -5.69 2.42
H 5.35 -4.37 5.17
C 2.31 -3.61 4.07
H 7.25 1.63 0.25
H 2.26 8.29 -1.74
H 6.20 5.30 2.68
H 0.33 5.08 1.84
H -10.96 -6.94 -2.94
C -8.81 -1.90 -5.66
H -4.72 -0.94 -4.48
H -4.43 2.12 -4.30
C 6.96 2.01 -0.72
H -2.99 0.93 2.76
H 3.36 -5.70 1.62
C -9.34 -5.59 -2.52
Br 5.01 2.16 -0.64
C 1.40 -2.76 3.21
H 6.45 7.36 3.95
Br 4.12 7.92 4.55
C -0.46 -0.09 -0.28
H 4.06 -1.44 -0.58
Br -2.74 0.09 -5.59
H 1.86 -4.44 4.60
C 2.30 -5.48 1.47
C -10.26 -6.30 -3.48
H 4.66 -2.85 2.49
C 2.17 -0.41 -0.26
H 3.10 7.10 -0.74
C 0.04 -1.32 -0.82
C 1.59 -4.04 -0.45
H -5.89 1.27 -3.77
H 3.87 -1.46 3.31
Br -7.00 -1.90 -6.37
C 2.06 -4.00 1.02
H 1.65 5.67 2.88
H -0.37 6.74 3.71
H 3.76 -4.98 5.68
H 4.20 0.32 -0.75
H 0.00 5.45 4.87
N -1.85 0.11 -0.27
H 7.19 4.14 -0.39
C 0.72 5.10 2.85
H 2.09 -4.90 -0.92
H -1.75 -0.87 -2.59
C -0.91 -2.35 -1.40
Br -7.84 -4.77 -3.46
Br 1.77 4.52 -1.26
C 0.92 -3.44 1.92
Br -11.36 -5.05 -4.47
C 2.04 -2.80 -1.27
H 4.84 6.33 2.19
Br 1.22 3.28 3.30
Br 7.44 3.87 -2.84
C -2.28 1.15 0.69
H 7.19 1.27 -1.48
H 5.37 -2.18 3.95
H -8.96 -2.88 -5.20
Br 4.06 4.38 3.55
H -1.90 2.14 0.46
C -0.27 5.66 3.84
H 0.37 -2.68 1.34
Br -4.02 0.82 -2.22
H 8.68 3.29 -0.80
H -2.30 -0.75 0.05
H 1.70 -2.94 -2.30
H 0.53 -4.24 -0.49
C -4.57 0.04 -4.92
H -0.27 -3.08 -1.91
C 7.61 3.34 -0.98
Br -2.05 4.95 3.55
H -8.89 -6.29 -1.82
H -8.63 0.18 -5.08
Br -8.18 -1.07 -2.98
C 1.60 6.28 -2.08
H -2.79 -1.97 -2.03
H 1.84 -6.16 0.75
C 5.61 6.71 4.18
Br 0.93 7.78 0.27
C 1.42 -1.51 -0.78
H 0.55 6.42 -2.32
H -1.77 -0.28 2.29
H 4.37 -3.46 6.30
H -9.72 -6.90 -4.21
H -9.84 -4.80 -1.97
N 0.25 0.90 0.20
H -5.19 0.14 -5.80
H 1.83 -1.78 3.04
N 1.55 0.68 0.16
C -9.02 -0.76 -4.71
C 4.42 -2.39 3.45
H 4.02 -0.39 0.86
H -3.37 1.22 0.56
Br 2.52 2.15 0.81
H -1.29 1.40 2.59
C -4.82 1.17 -3.96
H 0.21 -4.25 2.09
H -1.39 -2.92 -0.59
H 0.50 -2.58 3.82
*
```



[3]
DFT (wB97M-V/def2-TZVPD) results for C32H60EuN2O2P3 as an isolated structure.

Geometry as ORCA input:
```
! wB97M-V def2-TZVPD RIJCOSX def2/J DEFGRID3
* xyz 1 8
H 2.77 -3.47 -0.59
H 3.18 -2.23 0.61
C -1.46 3.43 -0.39
H 1.56 -5.70 1.63
C 0.27 1.03 4.94
C -1.88 3.75 -1.83
H -0.57 -4.04 -2.66
H -1.09 4.27 -2.39
H 1.14 4.15 -2.47
H 1.92 1.09 -4.09
C -2.59 2.64 0.31
H -3.50 3.25 0.30
H -2.47 2.51 5.41
H -3.84 0.79 -4.52
H 2.95 -2.35 2.78
H 1.40 -1.75 3.44
C 2.10 -4.87 2.09
C 2.90 2.64 -0.76
H -2.30 -4.25 -0.94
H -0.95 4.56 1.43
P 0.81 -2.78 0.68
C -3.40 0.46 -3.58
H 2.45 -5.22 3.07
H 0.86 5.39 -1.22
H -2.35 2.41 1.36
C -2.11 -0.58 5.48
P 0.14 2.37 -0.36
H -0.26 -5.75 0.60
H 0.23 2.20 -2.81
H 3.01 1.79 -0.08
H -3.09 -0.89 5.09
H -0.62 5.46 -0.09
C -1.44 -1.00 -4.20
H -0.46 -5.91 -1.14
H 3.78 3.28 -0.65
C -1.70 -3.58 -0.28
C 2.37 -1.43 -1.23
C 2.09 0.37 -3.28
C 3.13 -0.56 -3.34
C 1.86 4.09 0.96
H 2.19 -3.16 4.16
H 1.14 4.89 1.18
C -0.12 -3.99 3.00
O -1.35 0.05 2.96
P -1.39 0.63 4.37
H 2.87 4.53 1.01
H -2.28 5.23 0.47
C 1.22 -3.63 2.30
C -1.39 0.46 -2.22
H -0.24 1.30 -4.77
H 0.11 -4.46 3.97
N -1.78 -0.07 -1.20
H -1.82 -1.79 -3.54
C -0.21 -3.87 -0.54
O 2.84 0.53 2.09
C 1.78 0.43 1.65
H -1.79 1.27 -5.61
C 1.28 0.42 -2.14
H 2.51 4.97 -1.72
C 0.11 -3.49 -2.00
C -2.36 2.14 4.38
H -1.85 -1.17 -5.20
C 2.43 -2.52 -0.15
C 1.99 -2.65 3.21
C -1.29 4.75 0.40
H -3.70 1.17 -2.79
H -3.80 -0.52 -3.30
H -2.75 4.42 -1.79
C 0.26 1.49 -1.97
H 0.22 1.39 5.98
H -2.18 2.84 -2.37
H 1.78 3.33 1.76
H -1.46 -1.47 5.54
H -2.00 -3.79 0.76
H -1.99 -2.54 -0.53
H -0.05 -2.42 -2.18
H -1.86 2.91 3.78
C -1.32 1.42 -4.63
H -0.35 -1.08 -4.25
H -2.24 -0.17 6.49
H 2.89 2.27 -1.79
H 4.09 -2.19 -2.25
H -1.54 2.44 -4.31
H -0.73 -3.10 3.18
C -1.88 0.36 -3.69
H 0.70 1.82 4.32
N 1.42 -0.49 -1.13
H 2.98 -4.64 1.48
C 1.66 3.47 -0.44
Eu -0.60 -0.23 0.83
H 1.15 -5.59 -0.49
H -0.72 -4.71 2.42
C 3.29 -1.45 -2.28
H -2.83 1.70 -0.20
H -3.35 1.94 3.96
H 0.92 0.15 4.90
H 1.14 -3.74 -2.28
C 0.09 -5.36 -0.36
C 1.51 4.55 -1.52
H 3.80 -0.58 -4.20
*
```



[4]
DFT (wB97M-V/def2-TZVPD) results for C32H60HgN2OP3 as an isolated structure.

For the energy above the lowest of the compared OMol25 structures with the same formula, charge and spin, the calculation gives 2.5421 eV.

Geometry as ORCA input:
```
! wB97M-V def2-TZVPD RIJCOSX def2/J DEFGRID3
* xyz 1 1
C 3.00 0.95 -0.30
C 2.25 -3.89 -3.15
H -3.79 2.94 -3.48
H -0.74 1.10 -5.24
C -2.06 -2.91 0.15
C 1.71 -4.11 -1.71
H 3.06 -3.15 -3.16
C -3.01 2.22 -1.01
C 0.24 2.11 -2.45
C -4.03 -1.34 0.75
C 2.59 2.91 -2.21
H 0.16 -5.32 -0.72
H 0.94 -6.09 -2.14
Hg 0.00 0.00 0.00
H 0.12 2.81 -3.28
H 3.31 -1.56 4.30
H -2.42 -2.94 -0.89
H -3.63 -0.10 -3.50
H 1.63 -1.24 4.84
C -1.16 0.10 -5.02
C 2.86 -4.59 -0.79
H 4.04 0.83 3.33
C 0.39 -2.58 2.72
H -4.40 -1.71 -0.23
H -4.72 0.79 -2.42
H -0.36 -1.92 3.20
H -2.79 0.60 2.34
H 2.51 -2.98 0.95
H 1.45 -3.55 -3.82
C -0.73 1.57 0.83
H 5.06 1.60 -0.24
C 3.15 1.12 3.92
H 2.40 3.67 -2.97
H 3.27 -5.54 -1.18
H 1.34 0.34 -4.18
C 0.62 1.27 3.94
P -2.20 -1.18 0.79
H 1.88 3.36 2.88
H -2.40 -1.74 -3.42
H -1.04 -2.16 -2.36
C 2.78 -2.87 2.01
C -1.31 -1.79 -3.36
H -2.28 3.01 -0.78
H 0.72 2.14 4.63
H 1.37 -0.81 -2.84
H -0.29 1.41 3.34
C 1.88 1.20 3.05
C -2.35 -0.42 2.44
H 0.50 0.37 4.55
O -1.17 2.50 1.41
H -0.82 -0.59 -5.82
C 2.27 -1.89 4.22
C -3.70 0.37 -2.51
C 4.08 1.75 -0.69
H 3.26 -1.10 0.23
H 2.75 -3.87 2.47
H -2.71 -3.59 0.74
C -0.65 -0.43 -3.66
H -4.38 -2.07 1.51
H 3.34 2.12 4.34
H -2.08 3.38 -3.26
H 1.29 2.57 1.39
H 0.40 -3.54 3.26
H 0.05 -2.75 1.68
H -2.26 0.15 -5.07
H 4.11 0.03 1.31
H 2.21 -2.91 4.64
H 2.51 -4.76 0.24
H 3.82 -2.50 2.07
C -2.67 1.50 -2.31
P -0.89 0.78 -2.17
C 1.20 -2.83 -1.18
H -1.39 -0.27 2.92
C 3.85 2.76 -1.66
H -0.27 -4.78 -2.38
C 1.50 2.04 -1.83
P 1.65 -0.25 1.82
H -4.52 -0.36 0.94
H 4.66 3.41 -1.97
H -2.54 2.12 -4.44
H 1.11 -1.40 -4.51
C 1.80 -1.95 2.75
H 2.64 -4.85 -3.53
H 3.03 2.57 1.76
H -3.59 -0.42 -1.74
C 2.02 2.50 2.21
N 1.75 1.09 -0.83
H 3.68 -3.84 -0.76
H -0.98 -2.54 -4.11
C 0.89 -0.59 -3.80
C -2.76 2.54 -3.45
H 3.05 0.42 4.77
H -1.06 -3.35 0.14
H -3.07 1.53 -0.16
C 0.56 -5.14 -1.74
H -3.00 -1.02 3.11
N 0.81 -1.81 -0.76
H -4.00 2.70 -1.12
C 3.18 -0.13 0.74
*
```



Strongest force on any atom readings, ordered: 0.58, 2.94, 3.27, 12.19 eV/Å
DFT total energy readings, ordered: -4923.9738, -40084.2109, -3249.5887, -2617.1549 a.u.